DFT (ωB97M-V/def2-TZVPD) results for a 11-piece molecular cluster, C20H20Cl40F3O8P overall in a non-equilibrium geometry.

```
92
Properties=species:S:1:pos:R:3:mulliken_charge:R:1
C 4.906 1.230 0.978 -1.12
C 4.059 2.102 0.041 0.93
O 3.517 3.251 0.671 -0.51
C 2.457 2.927 1.552 0.37
C 2.187 4.116 2.488 -0.97
O 0.905 4.691 2.353 -0.43
C 0.791 5.664 1.316 -0.68
C 0.010 5.089 0.145 0.27
O -1.372 5.461 0.133 -0.50
C -2.082 4.293 -0.128 -0.08
O -3.471 4.603 -0.391 -0.34
P -4.135 3.362 -1.146 0.82
O -3.929 3.449 -2.582 -0.74
O -3.398 2.078 -0.554 -0.13
O -5.668 3.245 -0.736 -0.40
C -5.858 3.017 0.685 -0.58
C -6.489 1.659 0.936 -0.24
O -5.570 0.595 0.893 -0.34
C -7.120 1.658 2.358 0.61
F -7.116 0.406 2.823 -0.10
F -8.371 2.110 2.328 -0.26
F -6.353 2.389 3.177 -0.24
H 4.346 0.386 1.376 0.26
H 5.315 1.808 1.804 0.30
H 5.751 0.837 0.411 0.31
H 3.290 1.483 -0.422 -0.22
H 4.722 2.451 -0.774 -0.04
H 1.582 2.654 0.955 0.01
H 2.689 2.062 2.180 0.27
H 2.252 3.760 3.515 0.34
H 2.997 4.839 2.357 0.41
H 0.314 6.547 1.739 0.43
H 1.772 5.966 0.946 0.32
H 0.494 5.294 -0.814 0.31
H 0.051 4.009 0.274 -0.20
H -1.677 3.832 -1.031 0.26
H -2.037 3.623 0.733 0.32
H -3.657 1.296 -1.053 0.23
H -4.944 3.157 1.254 0.36
H -6.556 3.778 1.032 0.47
H -7.276 1.485 0.201 0.42
H -5.699 0.067 0.102 0.29
C 0.337 -0.003 -1.902 0.01
Cl -1.344 -0.518 -1.702 -0.11
Cl 0.928 -0.512 -3.480 0.13
Cl 0.453 1.761 -1.764 -0.16
Cl 1.328 -0.741 -0.647 0.15
C 4.540 2.363 -3.542 0.18
Cl 4.591 4.123 -3.665 -0.09
Cl 5.701 1.823 -2.310 -0.15
Cl 2.904 1.846 -3.121 0.02
Cl 4.978 1.642 -5.098 -0.08
C 1.803 -1.663 -7.208 0.27
Cl 2.506 -3.285 -7.184 -0.11
Cl 2.782 -0.587 -6.202 -0.01
Cl 1.746 -1.062 -8.865 -0.10
Cl 0.174 -1.715 -6.529 -0.09
C 4.105 -3.119 3.106 0.21
Cl 3.236 -4.326 4.059 -0.10
Cl 3.108 -2.589 1.744 0.04
Cl 4.510 -1.741 4.131 -0.10
Cl 5.573 -3.810 2.421 -0.07
C 6.572 -2.884 -1.765 0.09
Cl 7.221 -4.495 -2.091 -0.12
Cl 7.838 -1.870 -1.062 -0.11
Cl 6.004 -2.155 -3.271 0.05
Cl 5.222 -3.005 -0.636 0.08
C -7.191 0.492 6.569 0.34
Cl -8.240 -0.781 7.204 -0.11
Cl -8.011 1.334 5.256 -0.08
Cl -6.810 1.639 7.859 -0.11
Cl -5.692 -0.226 5.963 -0.06
C 7.230 -2.753 -7.287 0.27
Cl 7.419 -3.979 -8.544 -0.11
Cl 5.545 -2.722 -6.749 0.00
Cl 8.285 -3.141 -5.926 -0.08
Cl 7.664 -1.169 -7.937 -0.10
C -0.187 -4.929 0.254 0.12
Cl -0.704 -6.585 -0.056 -0.06
Cl 0.626 -4.275 -1.175 -0.04
Cl -1.598 -3.934 0.639 0.02
Cl 0.924 -4.890 1.628 -0.02
C -2.550 -9.439 2.276 0.31
Cl -3.641 -9.942 3.571 -0.10
Cl -1.481 -10.778 1.849 -0.10
Cl -3.498 -8.967 0.859 -0.10
Cl -1.586 -8.063 2.814 -0.04
C -4.992 -3.420 3.080 0.27
Cl -6.677 -3.142 2.630 -0.10
Cl -4.810 -3.257 4.829 -0.09
Cl -4.509 -5.048 2.591 -0.04
Cl -3.965 -2.228 2.265 -0.06
```

Computed properties:
HOMO level   -9.73 eV
SMILES   CCOCCOCCOCO[P@@](=O)(O)OC[C@@H](O)C(F)(F)F.ClC(Cl)(Cl)Cl.ClC(Cl)(Cl)Cl.ClC(Cl)(Cl)Cl.ClC(Cl)(Cl)Cl.ClC(Cl)(Cl)Cl.ClC(Cl)(Cl)Cl.ClC(Cl)(Cl)Cl.ClC(Cl)(Cl)Cl.ClC(Cl)(Cl)Cl.ClC(Cl)(Cl)Cl
DFT total energy   -20424.52664 Ha
Net charge   0